Entry 1:
Computed, not measured: one molecule with the formula C6H8N2, with wB97M-V/def2-TZVPD.

Calculated values
- relative energy (zero: lowest compared OMol25 entry of this formula, charge and spin) (kJ/mol) = 496.0
- E_tot (eV) = -9326.5669
- LUMO energy (eV) = 0.0711
- HOMO-LUMO gap (Eh) = 0.3382
- SMILES = C/C(C#N)=C/[C@H]1CN1

Geometry as XYZ:
```
16
Properties=species:S:1:pos:R:3:lowdin_charge:R:1
C -1.062 0.306 -0.872 -0.434
C 1.729 1.698 0.091 -0.100
C 1.783 -0.325 1.582 -0.139
N -2.436 0.215 -0.641 0.041
C 1.067 0.391 0.527 -0.329
H 2.350 0.384 2.410 0.132
H -2.073 -0.345 -2.553 0.072
H -2.547 -0.397 0.269 0.148
H 2.658 -1.054 1.137 0.122
C -0.105 -0.140 0.054 -0.068
C -1.797 -0.738 -1.611 -0.137
H -0.268 -0.998 0.618 0.088
H -0.589 1.142 -1.652 0.206
N 1.865 2.975 0.089 0.106
H -1.647 -1.945 -1.570 0.168
H 1.072 -1.171 2.121 0.124
```

Entry 2:
Computed, not measured: a 2-piece molecular cluster, C3H6NO4 overall, with wB97M-V/def2-TZVPD.

Calculated values
- relative energy (zero: lowest compared OMol25 entry of this formula, charge and spin) (kJ/mol) = 97.0
- E_tot (eV) = -12891.0649
- LUMO energy (eV) = 3.6275
- net charge = -1
- HOMO-LUMO gap (Eh) = 0.3190

Geometry as XYZ:
```
14
Properties=species:S:1:pos:R:3:lowdin_charge:R:1
H -1.878 -1.176 -2.609 0.014
H -0.938 0.665 0.052 0.122
O -1.267 -1.866 -2.899 -0.105
H -0.440 -1.550 -2.481 0.000
H 1.708 0.556 1.148 0.121
O 1.962 -1.505 -0.664 -0.047
C 1.127 -0.590 -0.599 -0.715
N -0.320 0.798 0.840 0.022
C -0.621 1.621 1.846 -0.408
H -1.579 2.146 1.680 0.117
O 0.473 -0.052 -1.534 -0.088
C 0.853 -0.046 0.811 -0.121
O 0.076 1.815 2.830 -0.029
H 0.844 -0.815 1.580 0.116
```